C29H39BrCl2LaN4Si as an isolated structure, computed with ωB97M-V/def2-TZVPD.

Properties
HOMO energy, eV: -10.50
Strongest force on any atom, eV/Å: 0.925
Gap between HOMO and LUMO, eV: 8.09
Energy relative to the best compared isomer or geometry (same formula, charge and spin), kcal/mol: 6.8

Geometry as ORCA input:
```
! wB97M-V def2-TZVPD RIJCOSX def2/J DEFGRID3
* xyz 1 1
La -0.29 -0.12 0.08
Cl -2.41 -2.07 0.93
C -2.27 -3.13 -0.51
Cl -0.62 -3.04 -1.12
H -2.95 -2.76 -1.26
H -2.50 -4.14 -0.21
C -0.63 2.10 1.27
Si -1.44 1.87 2.89
C -1.12 0.09 3.52
N 0.07 -0.56 2.90
C 1.32 0.17 3.22
C 1.80 0.02 4.66
C 1.97 -1.46 5.00
C 0.65 -2.19 4.75
C 0.19 -1.98 3.31
C -3.31 2.02 2.68
C -4.23 1.14 3.25
C -5.60 1.31 3.09
C -6.08 2.39 2.35
C -5.19 3.29 1.79
C -3.82 3.11 1.95
C -0.94 3.07 4.23
C -0.85 2.73 5.58
C -0.54 3.69 6.54
C -0.30 5.01 6.16
C -0.38 5.36 4.82
C -0.69 4.40 3.87
H 0.36 2.58 1.41
H -1.22 2.80 0.65
H -1.99 -0.54 3.28
H -1.05 0.07 4.61
H 1.16 1.23 3.00
H 2.10 -0.19 2.55
H 1.09 0.48 5.35
H 2.74 0.56 4.77
H 2.30 -1.59 6.03
H 2.75 -1.89 4.36
H -0.11 -1.81 5.44
H 0.75 -3.26 4.94
H -0.77 -2.46 3.15
H 0.92 -2.46 2.64
H -3.88 0.30 3.85
H -6.29 0.61 3.54
H -7.15 2.53 2.23
H -5.56 4.14 1.23
H -3.14 3.83 1.51
H -1.05 1.72 5.91
H -0.48 3.41 7.59
H -0.06 5.75 6.91
H -0.20 6.38 4.52
H -0.74 4.69 2.82
C 5.07 -3.02 -0.15
N 3.86 -3.16 0.67
C 3.81 -4.23 1.68
C 2.84 -2.38 0.47
N 1.93 -1.68 0.30
H 5.94 -2.95 0.50
H 5.01 -2.11 -0.75
H 5.18 -3.88 -0.81
H 4.48 -3.99 2.50
H 4.11 -5.17 1.22
H 2.79 -4.32 2.05
N -3.08 0.68 -0.34
H -3.44 0.90 0.59
H -3.79 0.13 -0.81
H -3.06 1.58 -0.82
Br 0.02 -0.94 -7.02
C 0.01 -0.59 -5.16
C 1.09 -0.97 -4.39
C 1.06 -0.71 -3.02
C -0.02 -0.08 -2.38
C -1.08 0.29 -3.22
C -1.08 0.06 -4.59
H 1.94 -1.46 -4.85
H 1.93 -1.02 -2.45
H -1.95 0.80 -2.81
H -1.91 0.37 -5.22
*
```